# 1
Molecular formula: C21H21AsN4O2S5Tc
Method: DFT, wB97M-V/def2-TZVPD

The energy above the lowest of the compared OMol25 structures with the same formula, charge and spin comes out at 6.7 kcal/mol. As for the HOMO energy: -16.9 eV. The calculation puts the HOMO-LUMO gap at 5.7 eV.

ORCA input file:
```
! wB97M-V def2-TZVPD RIJCOSX def2/J DEFGRID3
* xyz 3 1
Tc -0.004 -0.421 -0.510
O -1.158 1.509 -0.584
C -2.403 1.542 -1.206
C -2.582 0.249 -1.974
C -3.781 0.100 -2.670
C -4.017 -1.030 -3.428
C -3.006 -2.010 -3.587
C -1.900 -1.770 -2.799
N -1.669 -0.668 -1.969
H -0.936 2.382 -0.252
H -2.499 2.425 -1.800
H -3.135 1.591 -0.390
H -4.609 0.863 -2.734
H -4.917 -1.099 -4.031
H -3.107 -2.770 -4.358
H -1.050 -2.552 -2.803
S 3.356 1.779 1.773
C 1.910 2.084 2.595
C 1.679 2.741 3.864
C 0.396 2.969 4.283
C -0.722 2.477 3.520
C -0.502 1.736 2.368
C 0.817 1.564 1.900
N 1.248 0.834 0.736
C 2.554 0.915 0.565
C 3.442 0.163 -0.469
C 4.664 -0.229 -0.032
C 5.649 -0.702 -0.911
C 5.336 -0.900 -2.245
C 4.047 -0.578 -2.661
C 3.144 -0.047 -1.754
H 2.600 3.055 4.393
H 0.291 3.598 5.117
H -1.766 2.847 3.768
H -1.345 1.419 1.736
H 4.769 -0.282 1.051
H 6.577 -1.027 -0.498
H 6.029 -1.475 -2.850
H 3.649 -0.383 -3.684
S 2.012 -3.148 -3.192
As 1.290 -2.179 -4.789
S 1.437 0.328 -2.269
S 0.837 -2.175 -0.552
S 1.174 0.023 -4.270
C -3.688 -0.534 2.495
N -2.528 -1.306 2.945
C -1.419 -1.405 2.199
N -0.328 -2.134 2.546
O -1.374 -0.754 1.045
H -4.509 -1.209 2.160
H -3.355 0.120 1.730
H -4.079 0.060 3.305
H -2.616 -1.807 3.746
H -0.363 -2.813 3.366
H 0.458 -1.970 2.068
*
```

---

# 2
Molecular formula: C21H42N8SiSm
Method: DFT, wB97M-V/def2-TZVPD

The energy above the lowest of the compared OMol25 structures with the same formula, charge and spin comes out at 0.0 kcal/mol. As for the HOMO energy (spin up / spin down): -15.7 / -15.8 eV. As for the expectation value of S²: 8.803. The calculation puts the HOMO-LUMO gap (spin up / spin down) at 5.8 / 7.1 eV.

ORCA input file:
```
! wB97M-V def2-TZVPD RIJCOSX def2/J DEFGRID3
* xyz 3 6
Sm 0.097 -0.027 0.554
N 3.381 3.353 -3.464
C 2.374 2.282 -3.027
C 3.072 1.108 -2.348
C 3.408 1.303 -0.852
N 2.701 0.286 -0.031
C 3.057 2.694 -0.337
C 1.665 3.204 -0.708
N 0.640 2.660 0.238
C 1.264 2.871 -2.162
H 4.083 2.953 -4.093
H 3.885 3.777 -2.683
H 2.920 4.111 -3.976
H 1.951 1.951 -3.974
H 3.960 0.810 -2.908
H 2.380 0.268 -2.458
H 4.482 1.161 -0.725
H 3.124 0.289 0.898
H 2.916 -0.650 -0.374
H 3.807 3.410 -0.686
H 3.183 2.725 0.749
H 1.674 4.289 -0.596
H -0.244 3.130 0.044
H 0.887 3.007 1.166
H 0.799 3.731 -2.648
H 0.489 2.098 -2.162
C -3.140 -0.603 1.387
N -2.330 0.581 0.892
C -2.531 1.683 1.908
N -3.915 2.011 2.091
C -4.638 0.811 2.545
N -4.526 -0.270 1.558
C -5.080 0.192 0.280
N -4.366 1.384 -0.206
C -2.982 1.050 -0.388
C -4.479 2.443 0.806
H -2.716 -0.927 2.341
H -3.036 -1.407 0.654
H -1.991 2.570 1.560
H -2.102 1.351 2.859
H -5.687 1.061 2.687
H -4.232 0.480 3.501
H -6.132 0.438 0.415
H -5.004 -0.605 -0.460
H -2.435 1.933 -0.740
H -2.888 0.253 -1.127
H -5.529 2.695 0.943
H -3.954 3.335 0.459
C -0.866 -1.716 -1.902
Si -0.213 -3.119 -0.776
C 0.677 -4.330 -1.836
C -1.583 -3.946 0.148
N 0.739 -2.119 0.309
C 1.614 -2.511 1.343
C 1.763 -1.666 2.451
C 2.646 -1.941 3.490
C 3.392 -3.105 3.439
C 3.238 -3.974 2.361
C 2.368 -3.684 1.320
H -0.462 -1.857 -2.907
H -0.530 -0.695 -1.647
H -1.953 -1.679 -1.993
H 0.020 -4.592 -2.671
H 0.892 -5.254 -1.296
H 1.610 -3.946 -2.253
H -2.429 -4.179 -0.505
H -1.950 -3.359 0.992
H -1.229 -4.898 0.554
H 1.116 -0.797 2.579
H 2.721 -1.277 4.341
H 4.071 -3.350 4.244
H 3.806 -4.895 2.333
H 2.278 -4.365 0.482
*
```

---

# 3
Molecular formula: C18H26N2O
Method: DFT, wB97M-V/def2-TZVPD

The energy above the lowest of the compared OMol25 structures with the same formula, charge and spin comes out at 2.3 kcal/mol. As for the HOMO energy: -7.8 eV. Its SMILES is Cc1ccccc1N1CCN(C(=O)C2CCCCC2)CC1. The calculation puts the HOMO-LUMO gap at 8.6 eV.

ORCA input file:
```
! wB97M-V def2-TZVPD RIJCOSX def2/J DEFGRID3
* xyz 0 1
C 2.239 2.553 -3.510
C 3.139 1.648 -2.720
C 4.463 1.514 -3.111
C 5.368 0.769 -2.378
C 4.948 0.160 -1.210
C 3.628 0.262 -0.813
C 2.696 0.977 -1.567
N 1.357 1.114 -1.172
C 0.993 0.971 0.217
C 0.578 -0.462 0.610
N -0.459 -0.922 -0.282
C -1.754 -1.209 0.002
O -2.545 -1.467 -0.887
C -2.176 -1.199 1.466
C -3.404 -2.090 1.651
C -3.758 -2.215 3.136
C -3.447 -0.922 3.900
C -3.593 0.281 2.975
C -2.516 0.246 1.883
C -0.034 -0.861 -1.667
C 0.324 0.583 -2.041
H 1.438 2.937 -2.883
H 1.797 2.035 -4.361
H 2.814 3.391 -3.900
H 4.794 2.027 -4.004
H 6.394 0.682 -2.704
H 5.644 -0.406 -0.608
H 3.326 -0.228 0.100
H 1.817 1.313 0.845
H 0.131 1.628 0.391
H 0.246 -0.468 1.646
H 1.433 -1.143 0.514
H -1.372 -1.601 2.089
H -4.231 -1.658 1.088
H -3.210 -3.076 1.226
H -4.819 -2.453 3.227
H -3.200 -3.041 3.583
H -4.118 -0.824 4.755
H -2.427 -0.948 4.288
H -4.586 0.262 2.524
H -3.505 1.210 3.541
H -2.872 0.797 1.010
H -1.614 0.746 2.244
H -0.855 -1.226 -2.285
H 0.843 -1.505 -1.799
H 0.658 0.609 -3.075
H -0.572 1.207 -1.937
*
```

---

# 4
Molecular formula: C30H40N4PPd
Method: DFT, wB97M-V/def2-TZVPD

As for the HOMO energy: -2.2 eV. The calculation puts the HOMO-LUMO gap at 4.9 eV.

ORCA input file:
```
! wB97M-V def2-TZVPD RIJCOSX def2/J DEFGRID3
* xyz -1 1
Pd 0.061 0.280 0.052
C -2.809 1.946 0.966
C -2.185 0.698 1.545
C -3.038 -0.391 1.698
C -2.621 -1.625 2.194
C -1.286 -1.791 2.520
C -0.409 -0.718 2.390
C -0.826 0.579 1.972
P 0.549 1.805 2.269
C 0.440 2.387 4.047
C 1.694 2.739 4.559
C 1.882 3.098 5.882
C 0.800 3.076 6.751
C -0.449 2.726 6.266
C -0.654 2.395 4.926
C -2.051 2.079 4.464
C 0.054 3.308 1.373
C -0.599 4.391 1.939
C -1.138 5.402 1.146
C -1.018 5.296 -0.238
C -0.315 4.256 -0.817
C 0.296 3.244 -0.036
C 1.098 2.190 -0.587
H -3.547 2.365 1.658
H -3.336 1.691 0.044
H -2.084 2.715 0.732
H -4.076 -0.268 1.400
H -3.328 -2.439 2.302
H -0.918 -2.752 2.863
H 0.622 -0.837 2.703
H 2.543 2.720 3.882
H 2.866 3.378 6.240
H 0.927 3.334 7.796
H -1.301 2.727 6.939
H -2.786 2.538 5.128
H -2.228 1.001 4.449
H -2.215 2.449 3.455
H -0.735 4.430 3.015
H -1.672 6.231 1.595
H -1.464 6.056 -0.871
H -0.195 4.217 -1.895
H 1.956 1.954 0.039
H 1.344 2.280 -1.645
N -1.021 -1.784 -0.922
C -1.942 -1.945 -2.048
C -3.083 -0.923 -1.955
C -2.825 0.380 -2.709
N -1.497 0.922 -2.464
H -0.167 -2.315 -1.032
H -1.463 -2.057 -0.049
H -2.369 -2.958 -2.085
H -1.386 -1.787 -2.975
H -3.240 -0.703 -0.895
H -4.008 -1.359 -2.344
H -3.635 1.079 -2.450
H -2.930 0.178 -3.786
H -1.098 0.623 -1.548
H -1.504 1.934 -2.444
N 2.021 -1.260 0.100
C 3.087 -0.810 0.088
N 4.299 -0.262 0.092
C 4.907 -0.025 1.407
C 4.855 1.457 1.753
C 5.629 2.293 0.712
C 5.836 1.516 -0.595
C 4.584 0.737 -0.963
H 5.940 -0.385 1.395
H 4.359 -0.610 2.143
H 5.262 1.609 2.754
H 3.803 1.756 1.776
H 6.600 2.596 1.110
H 5.072 3.207 0.499
H 6.684 0.832 -0.504
H 6.063 2.203 -1.411
H 4.709 0.211 -1.911
H 3.747 1.427 -1.076
*
```

---

# 5
Molecular formula: C4H2NOS2
Method: DFT, wB97M-V/def2-TZVPD

The energy above the lowest of the compared OMol25 structures with the same formula, charge and spin comes out at 95.5 kcal/mol. As for the HOMO energy: -2.7 eV. Its SMILES is NC#CSSC#C[O-]. The calculation puts the HOMO-LUMO gap at 6.1 eV.

ORCA input file:
```
! wB97M-V def2-TZVPD RIJCOSX def2/J DEFGRID3
* xyz -1 1
N -2.334 0.393 0.234
C -1.192 0.830 -0.259
C 0.010 1.125 -0.337
S 1.339 2.145 -0.442
S 2.647 0.597 0.590
C 2.410 -0.822 -0.215
C 1.671 -1.853 -0.129
O 1.173 -2.949 -0.257
H -2.747 0.802 1.015
H -2.978 -0.266 -0.201
*
```

---

# 6
Molecular formula: C17H22NO2
Method: DFT, wB97M-V/def2-TZVPD

The energy above the lowest of the compared OMol25 structures with the same formula, charge and spin comes out at 8.7 kcal/mol. As for the HOMO energy: -11.5 eV. Its SMILES is C[C@@H](O)C[NH2+]CCOc1ccccc1-c1ccccc1. The calculation puts the HOMO-LUMO gap at 9.1 eV.

ORCA input file:
```
! wB97M-V def2-TZVPD RIJCOSX def2/J DEFGRID3
* xyz 1 1
C 5.332 0.136 -1.044
C 4.068 -0.616 -0.652
O 4.274 -1.504 0.435
C 2.976 0.353 -0.163
N 1.927 -0.442 0.504
C 0.947 0.299 1.324
C -0.239 -0.645 1.557
O -0.492 -1.287 0.320
C -1.837 -1.548 0.013
C -2.234 -2.872 -0.071
C -3.546 -3.179 -0.384
C -4.461 -2.160 -0.592
C -4.060 -0.840 -0.507
C -2.739 -0.508 -0.218
C -2.323 0.907 -0.179
C -3.010 1.825 0.611
C -2.624 3.152 0.637
C -1.553 3.582 -0.130
C -0.872 2.678 -0.928
C -1.251 1.347 -0.952
H 5.113 0.865 -1.818
H 6.079 -0.554 -1.429
H 5.748 0.652 -0.181
H 3.692 -1.185 -1.517
H 5.118 -1.955 0.332
H 2.557 0.930 -0.986
H 3.409 1.033 0.574
H 2.442 -1.147 1.060
H 1.342 -0.963 -0.176
H 1.391 0.627 2.263
H 0.608 1.167 0.751
H -1.107 -0.077 1.901
H 0.009 -1.401 2.314
H -1.509 -3.650 0.108
H -3.853 -4.210 -0.455
H -5.488 -2.394 -0.825
H -4.766 -0.044 -0.689
H -3.846 1.490 1.207
H -3.165 3.856 1.250
H -1.260 4.620 -0.117
H -0.053 3.017 -1.547
H -0.744 0.645 -1.599
*
```

---

# 7
Molecular formula: C5H6O
Method: DFT, wB97M-V/def2-TZVPD

The energy above the lowest of the compared OMol25 structures with the same formula, charge and spin comes out at 85.8 kcal/mol. As for the HOMO energy: -9.9 eV. Its SMILES is C=CC(=O)C=C. The calculation puts the HOMO-LUMO gap at 10.2 eV.

ORCA input file:
```
! wB97M-V def2-TZVPD RIJCOSX def2/J DEFGRID3
* xyz 0 1
C -1.572 0.094 0.519
C -0.932 -0.852 -0.186
C 0.506 -1.131 0.281
O 1.043 -2.162 0.557
C 1.260 0.137 0.221
C 1.057 1.053 -0.815
H -0.896 1.130 0.581
H -2.580 0.238 0.615
H -1.527 -1.748 -0.545
H 1.996 0.269 1.213
H 0.210 1.040 -1.357
H 1.435 1.933 -1.085
*
```

---

# 8
Molecular formula: CsH5NNbO2
Method: DFT, wB97M-V/def2-TZVPD

The energy above the lowest of the compared OMol25 structures with the same formula, charge and spin comes out at 0.0 kcal/mol. As for the HOMO energy: -8.7 eV. The calculation puts the HOMO-LUMO gap at 8.2 eV.

ORCA input file:
```
! wB97M-V def2-TZVPD RIJCOSX def2/J DEFGRID3
* xyz 0 1
O 3.184 0.830 -0.221
N 2.887 -0.144 0.335
O 1.622 -0.664 -0.106
Nb -0.211 0.002 0.001
H -0.896 -0.998 1.399
H 0.004 1.407 1.140
H -0.402 0.923 -1.536
H -1.011 -1.357 -1.000
H -1.850 0.675 0.122
Cs -3.329 -0.674 -0.134
*
```

---

Copy entry 5 word for word.
Molecular formula: C4H2NOS2
Method: DFT, wB97M-V/def2-TZVPD

The energy above the lowest of the compared OMol25 structures with the same formula, charge and spin comes out at 95.5 kcal/mol. As for the HOMO energy: -2.7 eV. Its SMILES is NC#CSSC#C[O-]. The calculation puts the HOMO-LUMO gap at 6.1 eV.

ORCA input file:
```
! wB97M-V def2-TZVPD RIJCOSX def2/J DEFGRID3
* xyz -1 1
N -2.334 0.393 0.234
C -1.192 0.830 -0.259
C 0.010 1.125 -0.337
S 1.339 2.145 -0.442
S 2.647 0.597 0.590
C 2.410 -0.822 -0.215
C 1.671 -1.853 -0.129
O 1.173 -2.949 -0.257
H -2.747 0.802 1.015
H -2.978 -0.266 -0.201
*
```

---

Question: What is the formula in the first record?
Answer: C21H21AsN4O2S5Tc